a | Here is a cluster of 2 separate species, C6H13N in total from the Open Molecules 2025 dataset. Energies are from wB97M-V/def2-TZVPD.

```
20
C6H13N | the Open Molecules 2025 dataset | wB97M-V/def2-TZVPD
N -0.8859 -2.8675 0.3181
C -1.3172 1.0057 -0.6251
C 1.1886 0.7125 0.3750
C -0.3377 -1.8548 -0.3411
C -1.0341 0.0850 1.6349
C 1.8448 0.8938 -0.9695
C -0.5380 0.1875 0.3812
H 1.7924 -0.0054 -1.5878
H 2.9037 1.1523 -0.8367
H -1.4549 2.0386 -0.2961
H -2.3153 0.5781 -0.7682
H 1.6712 -0.0647 0.9701
H 0.7712 -1.8152 -0.3222
H 1.1611 1.6448 0.9369
H -0.6704 -1.7226 -1.3875
H -1.9964 0.5068 1.9069
H -0.8261 -2.7238 1.3298
H -0.5383 -0.5024 2.3994
H -0.8105 1.0308 -1.5923
H 1.3916 1.7205 -1.5257
```

Values from the calculation:
SMILES: C=C(C)CC.C=N
HOMO (spin up / spin down), eV: -7.8 / -8.1
Multiplicity: 1
Gap between HOMO and LUMO (spin up / spin down), eV: 7.3 / 7.6

These are the Mulliken partial charges, in e, on atoms 1 to 2: -0.69 -1.72

=====

b | Here is an isolated molecule of C6H13N from the Open Molecules 2025 dataset. Energies are from wB97M-V/def2-TZVPD.

```
20
C6H13N | the Open Molecules 2025 dataset | wB97M-V/def2-TZVPD
N -2.2596 -1.4315 -1.4477
C 1.4208 0.9076 -0.8671
C 0.8535 1.6154 2.2906
C 0.0231 -1.1196 -0.4835
C 0.7468 0.3302 1.4483
C 0.8625 -0.0168 0.1760
C -1.2778 -0.4866 -0.9514
H 2.1622 1.5560 -0.3966
H -1.7629 0.0237 -0.0814
H -1.1601 0.3562 -1.6326
H 1.7299 2.2507 2.1222
H 1.8227 0.3218 -1.6839
H 0.8699 1.2421 3.3013
H 0.4831 -0.4302 2.1629
H 0.7489 1.5894 -1.4002
H -0.0346 -1.9840 0.1891
H -0.0419 2.1916 2.0336
H 0.4944 -1.4287 -1.4187
H -2.5025 -2.1148 -0.7287
H -3.0780 -1.0766 -1.9157
```

Values from the calculation:
SMILES: C/C=C(\C)CCN
HOMO, eV: -8.7
Multiplicity: 1
Gap between HOMO and LUMO, eV: 9.8

These are the Mulliken partial charges, in e, on atoms 1 to 2: -0.60 -1.47

=====

Of them, the most stable is b and the least stable is a.

=====

a | Here is a cluster of 2 separate species, C6H13N in total from the Open Molecules 2025 dataset. Energies are from wB97M-V/def2-TZVPD.

```
20
C6H13N | the Open Molecules 2025 dataset | wB97M-V/def2-TZVPD
N 0.9263 -0.2088 0.6433
C -0.3209 -0.8992 0.3780
C 0.8985 2.3897 0.2980
C -2.0364 -1.5683 -1.3314
C 1.6480 -0.3735 1.7564
C 1.3083 0.9605 -0.0042
C -0.7937 -0.7303 -1.0625
H -0.1786 2.4260 0.0385
H 0.0111 -1.0305 -1.7422
H -0.1434 -1.9664 0.5599
H -2.3769 -1.4219 -2.3604
H 0.9817 3.0727 1.1488
H 1.4267 -1.3086 2.2688
H -1.0841 -0.5380 1.0921
H 2.7243 -0.1665 1.6410
H -1.0167 0.3258 -1.2582
H -1.8344 -2.6376 -1.1942
H -2.8487 -1.2840 -0.6538
H 0.7469 1.4262 2.6168
H 1.4662 2.8349 -0.5097
```

Values from the calculation:
HOMO (spin up / spin down), eV: -7.1 / -7.6
Multiplicity: 1
Gap between HOMO and LUMO (spin up / spin down), eV: 6.9 / 8.1

These are the Mulliken partial charges, in e, on atoms 1 to 2: 0.59 -0.62

=====

b | Here is an isolated molecule of C6H13N from the Open Molecules 2025 dataset. Energies are from wB97M-V/def2-TZVPD.

```
20
C6H13N | the Open Molecules 2025 dataset | wB97M-V/def2-TZVPD
N -0.7797 2.1195 -1.5205
C 0.8236 -0.2741 0.7739
C -0.1474 0.7983 0.2940
C -1.2278 1.3801 1.2732
C 0.2622 -1.7486 0.6274
C 0.0331 1.1722 -0.9930
C 0.7169 -2.3770 -0.7192
H 0.0185 -3.2781 -0.8338
H 1.6655 -0.2754 0.0140
H -1.7368 2.1573 0.7042
H 1.7494 -2.6680 -0.7987
H -0.8646 3.0431 -0.9626
H 0.9529 1.0410 -1.4647
H -2.2201 0.9133 1.3428
H 0.6008 -1.5899 -1.5603
H 0.7070 -2.4633 1.4054
H -0.3564 2.3379 -2.4010
H -0.5061 1.5892 2.1893
H -0.7782 -1.7073 0.7999
H 1.0871 -0.1705 1.8299
```

Values from the calculation:
SMILES: CCC/C(C)=C/N
HOMO, eV: -7.8
Multiplicity: 1
Gap between HOMO and LUMO, eV: 8.8

These are the Mulliken partial charges, in e, on atoms 1 to 2: -0.60 -0.87

=====

c | Here is an isolated molecule of C6H13N from the Open Molecules 2025 dataset. Energies are from wB97M-V/def2-TZVPD.

```
20
C6H13N | the Open Molecules 2025 dataset | wB97M-V/def2-TZVPD
N -0.7214 1.1457 1.4198
C 0.2394 0.9926 0.3222
C -0.2386 -1.4153 -0.7354
C 1.0464 2.2595 -0.0296
C -0.3027 0.0544 -0.8568
C -1.0166 -2.0365 0.6008
C 0.8087 -2.0949 -1.2570
H 1.5303 2.8503 0.8742
H -0.9838 -1.0805 1.2766
H -0.7336 -3.0076 0.8499
H -1.6761 1.0973 1.3098
H -2.0895 -2.0983 0.3693
H 0.2890 3.0362 -0.3658
H -0.4483 1.8301 2.1229
H 1.6722 -1.6560 -1.8058
H 0.3306 0.5801 -1.5948
H 0.9112 -3.1954 -1.1372
H 1.7108 2.0211 -0.9362
H -1.3631 0.2381 -1.1325
H 1.0352 0.4791 0.7055
```

Values from the calculation:
SMILES: C=C(C)C[C@@H](C)N
HOMO, eV: -8.8
Multiplicity: 1
Gap between HOMO and LUMO, eV: 9.8

These are the Mulliken partial charges, in e, on atoms 1 to 2: -0.52 0.50

=====

d | Here is an isolated molecule of C6H13N from the Open Molecules 2025 dataset. Energies are from wB97M-V/def2-TZVPD.

```
20
C6H13N | the Open Molecules 2025 dataset | wB97M-V/def2-TZVPD
N 0.4027 -1.0568 -0.9704
C -1.4266 -0.2995 0.6055
C 1.0951 0.1788 -0.5557
C 0.1538 1.4208 -0.2697
C -1.3124 0.9555 -0.2227
C 1.8625 -0.1710 0.7142
C -0.6789 -1.4208 -0.0670
H -0.3437 -2.1427 0.6705
H -1.3652 -1.9957 -0.6672
H 1.9160 0.3806 -1.2521
H -1.1939 -0.2572 1.6719
H -1.9368 1.7611 0.1793
H 2.2245 0.7946 1.2306
H 0.3740 2.2235 -0.9866
H -2.4480 -0.6151 0.5653
H 2.7150 -0.9018 0.3214
H 0.0734 -0.8467 -1.8595
H 0.4867 1.9936 0.6821
H -1.7645 0.7236 -1.1944
H 1.1662 -0.7248 1.4044
```

Values from the calculation:
SMILES: C[C@@H]1CCCCN1
HOMO, eV: -8.8
Multiplicity: 1
Gap between HOMO and LUMO, eV: 9.9

These are the Mulliken partial charges, in e, on atoms 1 to 2: -0.47 -0.42

=====

Of them, the most stable is d and the least stable is a.